No. 1
65
Properties=species:S:1:pos:R:3:lowdin_charge:R:1 method="wB97M-V/def2-TZVPD" homo_energy_ha="-0.2133 / -0.2539" e_tot_ha=-2662.4394 max_force_ev_per_a=7.7 multiplicity=3
P 0.799 -0.332 -3.221 0.896
P -0.806 -2.051 -0.237 0.759
C 0.227 -2.108 -3.192 -0.308
C -0.890 -2.422 -2.231 -0.327
H 1.119 -2.738 -3.088 0.090
H -0.094 -2.293 -4.231 0.085
H -1.807 -1.934 -2.580 0.069
H -1.032 -3.512 -2.251 0.059
C 0.136 -3.687 -0.004 -0.250
H 0.008 -3.974 1.055 0.020
H 1.206 -3.575 -0.278 0.044
H -0.322 -4.467 -0.651 0.037
C -2.594 -2.370 -0.018 -0.505
H -2.714 -3.401 -0.278 0.041
H -3.163 -1.726 -0.686 0.039
H -2.961 -2.646 1.161 0.100
C 2.298 0.051 -4.362 -0.182
H 2.213 1.113 -4.636 0.056
H 2.181 -0.579 -5.245 0.034
H 3.311 -0.118 -3.956 0.038
C -0.195 0.073 -4.801 -0.245
H -1.271 -0.081 -4.702 0.037
H 0.141 -0.549 -5.635 0.032
H -0.037 1.096 -5.154 0.038
Pt -2.114 -0.913 1.351 0.772
C 1.667 -0.715 -0.746 -0.214
C 2.395 -0.521 -1.929 -0.401
C 3.402 0.569 -1.581 -0.196
C 2.880 1.975 -1.466 -0.230
C 1.719 2.360 -2.278 -0.077
C 0.628 1.487 -2.628 -0.367
C -0.170 0.970 -1.354 -0.211
C 0.734 0.380 -0.249 -0.281
C -2.839 0.831 0.709 -0.272
H 1.888 -1.517 -0.008 0.094
H 2.824 -1.467 -2.337 0.113
H 4.254 0.458 -2.237 0.098
H 3.795 0.329 -0.588 0.116
H 2.712 2.272 -0.405 0.115
H 3.742 2.595 -1.698 0.109
H 1.513 3.459 -2.154 0.123
H 0.004 2.045 -3.354 0.108
H -0.837 0.134 -1.645 0.058
H -0.810 1.791 -0.996 0.109
H 1.319 1.058 0.398 0.110
H 0.006 -0.017 0.530 -0.007
H -2.887 0.675 -0.374 0.001
H -2.203 1.682 0.945 -0.008
H -3.839 0.905 1.147 0.013
O -3.969 1.584 4.012 -0.267
S -2.616 1.801 3.579 0.727
O -2.286 2.853 2.653 -0.289
N -1.912 0.233 3.032 -0.312
C -0.762 -0.105 3.601 -0.727
S -0.267 -1.608 2.905 0.622
C -0.432 0.826 4.674 -0.193
C 0.590 0.740 5.619 -0.004
C 0.409 1.359 6.848 -0.052
C -0.680 2.202 7.087 -0.056
C -1.542 2.557 6.054 -0.027
C -1.450 1.776 4.911 -0.216
H 1.422 0.106 5.334 0.123
H 1.098 1.138 7.641 0.106
H -0.887 2.569 8.077 0.107
H -2.254 3.375 6.142 0.129

No. 2
64
Properties=species:S:1:pos:R:3:lowdin_charge:R:1 method="wB97M-V/def2-TZVPD" homo_energy_ha=-0.1790 e_tot_ha=-1782.9550 max_force_ev_per_a=4.1 de_lowest_kj_mol=15.3
P -0.396 -2.279 -2.666 0.963
P 0.431 1.213 -2.636 0.623
C -1.044 -0.977 -3.791 -0.294
C -0.040 0.139 -4.104 -0.297
H -1.976 -0.566 -3.373 0.092
H -1.318 -1.504 -4.719 0.086
H 0.895 -0.267 -4.523 0.077
H -0.467 0.804 -4.867 0.076
C -0.588 2.734 -3.413 -0.232
H -0.550 3.605 -2.742 0.030
H -1.637 2.475 -3.601 0.020
H -0.151 3.028 -4.377 0.015
C 1.920 2.282 -3.092 -0.203
H 1.847 2.615 -4.137 0.027
H 2.883 1.771 -2.986 0.021
H 1.939 3.174 -2.453 0.055
C -1.739 -3.295 -2.008 -0.157
H -1.423 -3.829 -1.098 0.068
H -2.005 -4.050 -2.765 0.068
H -2.644 -2.713 -1.787 0.065
C 0.586 -3.364 -3.727 -0.182
H 1.457 -2.831 -4.130 0.067
H -0.037 -3.720 -4.559 0.060
H 0.928 -4.224 -3.138 0.063
Be -0.271 -1.531 2.776 0.208
C 0.026 1.909 -0.854 -0.327
C -1.004 1.040 -1.456 -0.366
C -1.296 -0.240 -0.658 -0.189
C -0.109 -1.173 -0.387 -0.245
C 0.790 -1.409 -1.637 -0.352
C 1.556 -0.111 -1.924 -0.354
C 2.149 0.526 -0.646 -0.179
C 1.133 1.470 0.059 -0.212
C 0.138 -3.057 2.319 -0.143
H -0.191 2.984 -0.838 0.090
H -1.924 1.493 -1.833 0.100
H -2.105 -0.814 -1.132 0.069
H -1.707 0.071 0.317 0.116
H 0.490 -0.789 0.438 0.068
H -0.483 -2.131 -0.006 0.062
H 1.555 -2.162 -1.386 0.125
H 2.348 -0.310 -2.666 0.110
H 3.028 1.125 -0.917 0.100
H 2.501 -0.233 0.065 0.107
H 0.756 1.033 0.999 0.071
H 1.673 2.375 0.382 0.110
H 0.523 -3.616 3.186 0.012
H 0.931 -3.052 1.559 0.003
H -0.712 -3.623 1.910 0.003
O 1.671 1.706 4.562 0.093
C 0.516 1.718 5.262 -0.222
C 0.455 2.518 6.402 -0.002
C -0.694 2.518 7.184 -0.052
C -1.785 1.690 6.864 -0.074
C -1.737 0.880 5.738 0.003
C -0.618 0.924 4.894 -0.075
C -0.524 -0.025 3.847 -0.383
O -1.470 -0.875 3.555 0.050
O 0.585 -0.231 3.140 0.003
H 1.573 1.021 3.864 0.089
H 1.326 3.119 6.666 0.126
H -0.732 3.151 8.071 0.112
H -2.671 1.683 7.499 0.105
H -2.558 0.211 5.473 0.129

No. 3
77
Properties=species:S:1:pos:R:3:lowdin_charge:R:1 method="wB97M-V/def2-TZVPD" homo_energy_ha="-0.3683 / -0.3579" e_tot_ha=-3536.0519 max_force_ev_per_a=0.9 charge=+1 multiplicity=2
Ca 0.627 -0.416 0.286 1.393
C 2.127 -1.863 -2.846 -0.033
N 3.373 -1.726 -2.142 -0.094
C 4.578 -2.129 -2.844 -0.110
C 5.690 -1.524 -1.995 -0.110
N 4.994 -0.556 -1.159 -0.082
C 5.669 -0.071 0.026 -0.036
C 3.640 -0.727 -1.249 -0.355
N 2.705 -0.121 -0.590 -0.084
C 2.903 1.205 -0.028 -0.256
C 1.941 2.196 -0.683 -0.233
N 0.539 1.849 -0.449 -0.031
C -0.398 2.677 -0.806 -0.342
N -1.711 2.394 -0.535 -0.107
C -2.163 1.086 -0.159 -0.056
C -2.599 3.261 -1.281 -0.115
C -1.693 4.445 -1.579 -0.120
N -0.360 3.866 -1.492 -0.077
C 0.736 4.777 -1.749 -0.039
H 1.858 -2.915 -2.935 0.099
H 2.197 -1.424 -3.847 0.099
H 1.332 -1.357 -2.305 0.062
H 4.573 -1.725 -3.864 0.127
H 4.647 -3.216 -2.907 0.131
H 6.461 -1.040 -2.594 0.128
H 6.166 -2.281 -1.362 0.127
H 6.576 -0.657 0.170 0.093
H 5.038 -0.202 0.908 0.096
H 5.958 0.978 -0.059 0.089
H 3.913 1.595 -0.187 0.103
H 2.723 1.196 1.053 0.099
H 2.165 2.186 -1.758 0.122
H 2.177 3.185 -0.283 0.113
H -1.615 0.739 0.717 0.039
H -2.083 0.354 -0.977 0.083
H -3.213 1.150 0.130 0.098
H -3.465 3.533 -0.676 0.129
H -2.954 2.774 -2.199 0.133
H -1.817 5.251 -0.845 0.132
H -1.853 4.858 -2.577 0.128
H 0.390 5.491 -2.497 0.094
H 1.603 4.274 -2.161 0.075
H 1.026 5.342 -0.856 0.101
Te -3.934 -2.632 -2.016 0.986
C -5.653 -1.571 -1.477 -0.700
C -6.736 -1.487 -2.347 -0.163
C -7.863 -0.766 -1.996 -0.080
C -7.929 -0.133 -0.765 -0.079
C -6.862 -0.219 0.114 -0.090
C -5.729 -0.928 -0.243 -0.180
H -6.695 -1.995 -3.298 0.086
H -8.695 -0.704 -2.682 0.108
H -8.815 0.421 -0.488 0.107
H -6.916 0.263 1.080 0.104
H -4.896 -0.996 0.443 0.071
F -1.009 -1.745 -0.127 -0.537
Sb -0.473 -3.603 0.306 1.391
F 1.269 -2.812 0.013 -0.398
F -0.115 -3.092 2.105 -0.339
F 0.165 -5.329 0.585 -0.317
F -2.249 -3.927 0.843 -0.366
F -0.698 -3.924 -1.530 -0.364
C 2.806 -1.287 5.631 -0.096
C 2.285 -0.009 4.983 -0.238
C 1.044 -0.233 4.191 -0.586
N 0.936 0.005 2.928 -0.014
N -0.303 -0.292 2.433 -0.168
C -1.113 -0.785 3.330 -0.703
N -2.372 -1.185 3.044 0.133
S -0.409 -0.868 4.907 1.160
H 3.729 -1.085 6.169 0.079
H 3.005 -2.050 4.881 0.084
H 2.090 -1.692 6.342 0.068
H 3.022 0.409 4.295 0.113
H 2.088 0.749 5.746 0.118
H -2.540 -1.428 2.077 0.087
H -2.836 -1.784 3.707 0.110

No. 4
80
Properties=species:S:1:pos:R:3:lowdin_charge:R:1 method="wB97M-V/def2-TZVPD" homo_energy_ha=-0.3781 smiles="O=C1OCCO1.O=C1OCCO1.O=C1OCCO1.O=C1OCCO1.ClCCCl.ClCCCl.ClCCCl.ClCCCl.ClCCCl" e_tot_ha=-6364.7137 max_force_ev_per_a=2.1 de_lowest_kj_mol=0.0
C -2.016 -1.822 3.287 -0.138
C -2.635 -2.977 4.045 -0.117
O -3.890 -2.492 4.527 0.058
C -4.015 -1.185 4.145 -0.598
O -4.985 -0.518 4.285 0.153
O -2.885 -0.736 3.603 0.068
H -2.058 -2.036 2.219 0.081
H -0.958 -1.779 3.530 0.110
H -2.013 -3.233 4.909 0.124
H -2.816 -3.900 3.497 0.129
C 2.757 5.336 1.814 -0.120
C 3.247 3.854 1.942 -0.090
O 2.806 3.553 3.261 0.068
C 1.912 4.457 3.684 -0.584
O 1.238 4.353 4.662 0.163
O 1.746 5.445 2.787 0.068
H 2.428 5.495 0.786 0.107
H 3.570 6.041 1.997 0.127
H 4.333 3.899 1.876 0.126
H 2.826 3.196 1.185 0.112
C 0.803 -0.443 -0.803 -0.197
C 0.258 0.282 0.448 -0.114
O 0.003 -0.824 1.347 0.049
C 0.155 -1.990 0.699 -0.602
O -0.008 -3.063 1.210 0.096
O 0.348 -1.779 -0.595 0.014
H 1.883 -0.443 -0.896 0.081
H 0.329 0.075 -1.630 0.031
H -0.626 0.858 0.207 0.029
H 0.977 0.921 0.951 0.117
C 1.917 5.528 -2.735 -0.053
C 0.735 4.884 -3.419 -0.148
O 0.811 3.516 -3.083 0.074
C 1.301 3.521 -1.820 -0.572
O 1.209 2.608 -1.047 0.145
O 1.943 4.644 -1.541 0.055
H 1.727 6.567 -2.488 0.133
H 2.883 5.413 -3.221 0.132
H 0.703 5.040 -4.497 0.138
H -0.139 5.412 -3.026 0.140
Cl -2.643 1.881 -1.332 0.559
C -3.664 2.044 0.111 -0.651
C -3.217 3.217 0.997 -0.598
Cl -1.460 3.097 1.322 0.588
H -3.456 1.125 0.658 0.014
H -4.732 1.994 -0.084 0.081
H -3.752 3.268 1.940 0.079
H -3.328 4.157 0.462 0.060
Cl -4.477 -1.466 0.495 0.643
C -4.303 -2.039 -1.135 -0.675
C -3.098 -2.957 -1.324 -0.604
Cl -3.126 -4.264 -0.072 0.537
H -4.182 -1.128 -1.723 0.059
H -5.215 -2.535 -1.463 0.074
H -2.177 -2.381 -1.227 0.052
H -3.046 -3.356 -2.336 0.078
Cl 3.236 -2.493 -1.925 0.593
C 2.740 -4.113 -1.353 -0.597
C 1.526 -4.595 -2.155 -0.662
Cl 1.701 -6.286 -2.665 0.560
H 2.503 -3.982 -0.304 0.042
H 3.588 -4.749 -1.578 0.051
H 1.428 -3.937 -3.018 0.040
H 0.560 -4.541 -1.659 0.062
Cl -2.376 -0.929 -5.781 0.514
C -1.160 0.410 -5.756 -0.635
C 0.203 -0.027 -5.355 -0.632
Cl 0.272 -0.855 -3.786 0.644
H -1.609 1.182 -5.135 0.065
H -1.132 0.808 -6.770 0.074
H 0.873 0.806 -5.151 0.067
H 0.630 -0.702 -6.094 0.077
Cl 1.366 -3.873 4.009 0.570
C 2.794 -3.824 2.930 -0.655
C 4.050 -4.403 3.551 -0.630
Cl 4.556 -3.450 4.988 0.522
H 3.005 -2.762 2.794 0.063
H 2.550 -4.237 1.956 0.052
H 4.907 -4.399 2.885 0.069
H 3.867 -5.383 3.983 0.060

No. 5
78
Properties=species:S:1:pos:R:3:lowdin_charge:R:1 method="wB97M-V/def2-TZVPD" homo_energy_ha="-0.2257 / -0.2261" e_tot_ha=-6377.1830 max_force_ev_per_a=3.8 multiplicity=4 de_lowest_kj_mol=37.1
Nd -0.733 1.875 0.596 1.683
Cl 6.930 0.932 0.552 0.677
C 5.246 1.013 0.693 -0.725
C 4.693 0.930 1.982 -0.130
C 3.307 0.949 2.153 -0.615
Cl 2.768 1.120 3.738 0.765
C 2.422 0.802 1.003 -0.392
O 1.184 0.597 1.149 -0.233
C 3.050 1.042 -0.267 -0.159
C 2.221 1.462 -1.343 -0.185
O 1.024 1.847 -1.329 -0.130
C 4.432 1.193 -0.430 -0.066
H 5.365 0.806 2.853 0.112
H 2.788 1.479 -2.279 0.121
H 4.857 1.496 -1.361 0.101
O -2.506 5.014 2.532 -0.170
P -1.171 4.298 3.228 0.292
O -0.966 4.319 4.657 -0.236
O -1.289 2.941 2.498 -0.486
O -0.097 5.187 2.352 -0.266
P 0.775 4.719 1.104 0.249
O 1.054 6.101 0.345 -0.106
O 1.957 3.906 1.629 -0.297
O -0.186 3.953 0.159 -0.482
H -2.871 5.779 3.021 0.086
H 1.852 6.557 0.653 0.090
N 0.008 -4.314 -1.462 0.203
C 0.234 -5.175 -2.685 -0.256
C 0.197 -4.159 -3.887 -0.108
C 1.389 -3.196 -3.875 -0.381
N 1.094 -2.069 -2.946 0.044
C 2.728 -3.881 -3.580 -0.107
C 2.715 -4.865 -2.404 -0.344
N 2.706 -4.270 -1.038 0.046
C 1.570 -5.911 -2.507 -0.095
H -0.245 -3.387 -1.735 0.110
H 0.943 -4.173 -0.984 0.113
H -0.652 -4.754 -0.809 0.176
H -0.620 -5.868 -2.803 0.152
H -0.759 -3.599 -3.951 0.133
H 0.257 -4.825 -4.783 0.132
H 1.417 -2.853 -4.922 0.139
H 0.894 -1.175 -3.453 0.105
H 1.971 -1.800 -2.449 0.084
H 3.547 -3.137 -3.508 0.136
H 2.877 -4.460 -4.488 0.122
H 3.656 -5.447 -2.539 0.143
H 3.321 -3.472 -0.945 0.101
H 2.991 -4.917 -0.335 0.091
H 1.547 -6.609 -1.644 0.134
H 1.703 -6.496 -3.420 0.126
N -1.701 2.382 -2.045 -0.053
C -2.252 3.736 -2.155 -0.267
C -3.632 3.669 -1.528 -0.193
C -3.738 3.491 0.006 -0.265
N -3.414 2.163 0.571 -0.099
H -0.756 2.296 -2.455 0.063
H -2.271 1.732 -2.522 0.060
H -2.349 4.034 -3.197 0.105
H -1.533 4.361 -1.593 0.103
H -4.152 2.818 -2.010 0.109
H -4.234 4.590 -1.749 0.121
H -4.825 3.719 0.182 0.118
H -3.178 4.230 0.543 0.074
H -4.061 1.430 0.336 0.050
H -3.378 2.301 1.639 0.096
Se -2.132 -0.877 1.407 0.408
C -2.543 -0.663 3.247 -0.729
C -1.652 -0.676 4.291 -0.123
C -2.141 -1.072 5.546 -0.102
C -3.482 -1.273 5.810 -0.116
C -4.415 -1.167 4.764 -0.085
C -3.884 -0.933 3.476 -0.204
H -0.584 -0.554 4.166 0.100
H -1.372 -1.320 6.273 0.097
H -3.912 -1.495 6.776 0.088
H -5.430 -1.489 4.854 0.083
H -4.572 -0.938 2.631 0.066

No. 6
71
Properties=species:S:1:pos:R:3:lowdin_charge:R:1 method="wB97M-V/def2-TZVPD" homo_energy_ha="-0.1729 / -0.1829" e_tot_ha=-2954.5662 max_force_ev_per_a=0.5 charge=-1 multiplicity=3 de_lowest_kj_mol=331.0
W -0.069 -0.152 0.338 1.562
C 3.712 1.151 0.289 -0.153
C 2.683 1.074 -0.617 -0.194
C 1.494 1.631 -0.013 -0.346
C 1.909 2.137 1.276 -0.161
C 3.228 1.814 1.465 -0.148
H 4.716 0.771 0.150 0.086
H 2.730 0.669 -1.618 0.077
H 0.788 2.169 -0.636 0.054
H 1.270 2.647 1.982 0.092
H 3.806 2.008 2.358 0.087
C -1.583 3.051 -2.582 -0.166
Si -2.053 2.503 -0.845 0.443
C -1.133 3.647 0.313 -0.169
C -3.907 2.767 -0.645 -0.181
N -1.522 0.816 -0.713 -0.214
C -1.891 -0.019 -1.781 -0.335
C -3.124 0.037 -2.430 -0.053
C -3.388 -0.747 -3.542 -0.105
C -2.416 -1.616 -4.015 -0.107
C -1.202 -1.727 -3.353 -0.071
C -0.922 -0.960 -2.219 -0.305
N 0.259 -1.030 -1.454 -0.212
Si 1.492 -2.215 -1.898 0.416
C 2.948 -2.326 -0.739 -0.169
C 0.759 -3.948 -1.825 -0.168
C 2.177 -1.798 -3.597 -0.166
H -1.795 4.119 -2.695 0.031
H -2.123 2.510 -3.359 0.023
H -0.512 2.904 -2.747 0.031
H -1.768 4.514 0.513 0.037
H -0.210 4.006 -0.145 0.032
H -0.889 3.200 1.272 -0.004
H -4.087 3.706 -0.117 0.028
H -4.368 1.972 -0.062 0.019
H -4.410 2.831 -1.614 0.023
H -3.884 0.708 -2.054 0.083
H -4.349 -0.677 -4.036 0.094
H -2.602 -2.224 -4.891 0.093
H -0.469 -2.423 -3.736 0.072
H 2.676 -2.738 0.232 0.020
H 3.464 -1.382 -0.578 0.006
H 3.645 -3.027 -1.212 0.039
H 0.565 -4.188 -0.776 0.020
H 1.488 -4.675 -2.198 0.031
H -0.173 -4.086 -2.371 0.019
H 2.947 -1.030 -3.493 0.025
H 1.417 -1.414 -4.278 0.021
H 2.643 -2.673 -4.058 0.030
S -2.008 -3.015 1.065 0.779
C -1.206 -1.732 0.821 -0.778
C 2.844 -0.915 3.780 -0.085
C 1.385 -0.713 3.364 -0.489
C 0.494 -1.615 4.215 -0.093
C 1.198 -1.027 1.884 -0.287
H 2.981 -0.693 4.843 0.073
H 3.511 -0.277 3.201 0.052
H 3.140 -1.957 3.614 0.076
H 1.112 0.329 3.547 0.107
H 0.801 -2.660 4.089 0.077
H -0.552 -1.528 3.937 0.046
H 0.587 -1.364 5.275 0.077
H 1.239 -2.119 1.772 0.048
H 2.063 -0.621 1.309 0.036
F -0.895 0.996 2.105 -0.310
P -2.271 1.093 3.192 0.200
F -3.522 1.194 4.174 -0.124
F -3.195 1.163 1.884 -0.143
F -2.362 -0.508 3.139 -0.169
F -2.092 2.683 3.152 -0.134
F -1.222 1.000 4.394 -0.123

No. 7
62
Properties=species:S:1:pos:R:3:lowdin_charge:R:1 method="wB97M-V/def2-TZVPD" homo_energy_ha=-0.3112 smiles="C[C@H](Oc1ccc(C(C)(C)C)cc1)C(=O)NC1CC(C)(C)NC(C)(C)C1" e_tot_ha=-1119.9405 max_force_ev_per_a=0.5 de_lowest_kj_mol=54.7
C -3.335 3.220 -0.021 -0.009
H -4.112 3.074 -0.765 0.091
H -3.746 3.752 0.833 0.085
H -2.532 3.815 -0.450 0.087
C -2.795 1.863 0.422 -0.294
C -2.271 1.111 -0.812 -0.483
O -3.000 0.428 -1.503 0.074
N -0.971 1.332 -1.062 0.131
H -0.439 1.868 -0.391 0.151
C -0.231 0.635 -2.092 -0.286
C 0.729 1.593 -2.787 -0.081
H 0.177 2.422 -3.232 0.130
H 1.413 1.996 -2.036 0.127
C 1.559 0.890 -3.871 -0.562
N 2.160 -0.305 -3.302 0.046
H 2.716 -0.781 -4.003 0.125
C 1.383 -1.272 -2.544 -0.559
C 0.559 -0.525 -1.486 -0.076
H -0.124 -1.220 -0.996 0.128
H 1.237 -0.123 -0.730 0.130
C 2.407 -2.167 -1.828 -0.043
H 3.129 -1.552 -1.299 0.081
H 1.910 -2.820 -1.116 0.080
H 2.941 -2.782 -2.549 0.080
C 0.476 -2.180 -3.397 -0.027
H -0.400 -1.655 -3.762 0.065
H 0.136 -3.024 -2.802 0.083
H 1.030 -2.565 -4.251 0.084
C 2.731 1.803 -4.264 -0.045
H 3.410 1.915 -3.423 0.081
H 2.369 2.784 -4.560 0.081
H 3.284 1.373 -5.096 0.080
C 0.708 0.646 -5.132 -0.029
H -0.237 0.165 -4.900 0.064
H 0.493 1.593 -5.621 0.082
H 1.252 0.015 -5.833 0.084
H -0.987 0.259 -2.787 0.138
O -1.782 2.107 1.381 -0.033
C -1.198 1.041 2.011 -0.266
C -1.479 -0.294 1.762 -0.005
C -0.799 -1.287 2.451 -0.016
C 0.171 -0.991 3.397 -0.187
C 0.437 0.356 3.636 -0.030
C -0.228 1.355 2.961 0.007
H -0.013 2.395 3.154 0.119
H 1.182 0.641 4.364 0.109
C 0.939 -2.056 4.165 -0.562
C 0.517 -3.477 3.784 -0.066
H -0.536 -3.643 3.999 0.085
H 0.701 -3.671 2.730 0.083
H 1.096 -4.194 4.363 0.084
C 0.690 -1.869 5.668 -0.046
H 1.032 -0.896 6.009 0.075
H -0.373 -1.952 5.885 0.090
H 1.218 -2.634 6.233 0.083
C 2.437 -1.905 3.864 -0.044
H 3.005 -2.668 4.392 0.083
H 2.619 -2.016 2.797 0.087
H 2.807 -0.931 4.173 0.075
H -1.051 -2.309 2.223 0.104
H -2.220 -0.581 1.032 0.113
H -3.609 1.270 0.863 0.160